Density functional theory data (ωB97M-V/def2-TZVPD) for an isolated molecule of C3H5NO2 in a non-equilibrium geometry.

CARTESIAN COORDINATES (ANGSTROEM)
N  -1.072  -0.127  1.327
C  0.405  -0.142  0.986
C  1.086  0.225  -0.160
C  0.305  0.590  -1.315
O  0.812  1.230  -2.275
O  -0.843  -0.381  -1.362
H  -1.764  -0.476  0.700
H  -0.925  -0.443  2.255
H  1.023  -0.573  2.009
H  2.083  0.262  0.073
H  -1.109  -0.165  -2.241

The net charge is 0. The value obtained for the largest force on an atom is 5.8 eV/Å. For the HOMO energy, the calculation gives -9.23 eV. As for the SMILES: N/C=C\C(=O)O. The value obtained for the energy relative to the best compared isomer or geometry (same formula, charge and spin) is 277.56 kJ/mol. As for the multiplicity: 1. The value obtained for the HOMO-LUMO gap is 9.495 eV.